Density functional theory data (the ωB97M-V functional and the def2-TZVPD basis) for 2 unconnected molecules or ions with the total composition C11H20N3 in a non-equilibrium geometry.

Positions of all 34 atoms, in Å:
C: 4.700035 0.336004 0.439961
C: 4.101601 0.574703 -0.731758
C: 3.931909 0.016945 1.684028
C: 2.110739 -0.473517 0.217697
C: 2.662574 0.368769 -0.868113
C: -3.049475 -2.280722 -0.003454
C: -1.088770 -0.408416 -1.657222
C: -2.639001 1.060873 1.591064
C: -1.595888 2.165461 -0.273207
C: -1.807112 -1.542963 0.445998
C: -1.638167 -0.265098 -0.301904
N: 2.749958 -0.376319 1.546915
N: 1.924926 0.747947 -1.826063
N: -1.995259 0.865099 0.281781
H: 5.812026 0.461964 0.476877
H: 4.700094 0.959174 -1.537357
H: 4.229812 0.209959 2.659210
H: 1.050392 -0.216505 0.425597
H: -4.069004 -1.822226 0.328315
H: -3.101798 -2.527144 -1.022539
H: -3.072058 -3.340976 0.290621
H: -1.491408 0.237985 -2.361653
H: -0.034641 -0.198759 -1.546792
H: -1.294893 -1.447105 -1.847236
H: -3.651211 1.459925 1.577928
H: -2.734339 0.118379 1.988303
H: -2.068609 1.692744 2.186951
H: -2.105548 2.928216 0.274906
H: -0.599767 2.469914 -0.055187
H: -1.768642 2.289268 -1.331679
H: -1.735167 -1.523841 1.540584
H: -1.012359 -2.125020 0.086385
H: 2.438806 1.131134 -2.615643
H: 2.140234 -1.545851 -0.063307

Atoms 1-2, force components in eV/Å:
1.7151 0.5100 0.6797
0.1877 -0.1752 0.4769

- E: -16193.0199 eV
- Kohn-Sham gap: 8.573 eV
- Net charge: +1

Results of the Mulliken charge analysis, in e, for atoms 1 through 5: C -0.3593; C -0.5841; C -0.2794; C -0.3427; C 0.8648



Density functional theory data (the ωB97M-V functional and the def2-TZVPD basis) for 3 unconnected molecules or ions with the total composition C3H12O2S2 in a non-equilibrium geometry.

Positions of all 19 atoms, in Å:
C: 0.843806 -2.369645 0.038620
C: -0.701681 -2.550939 0.293751
S: -1.506558 -0.964595 0.756987
S: -0.012540 0.146168 1.861275
C: -0.501304 1.897400 1.610592
H: 1.107087 -1.484220 -0.430758
H: 1.497971 -2.491503 0.889111
H: 1.026531 -3.239112 -0.579234
H: -0.817348 -3.105667 1.254923
H: -1.087848 -2.913640 -0.558173
H: 0.118087 2.277467 0.732772
H: -0.205591 2.435541 2.600171
H: -1.529377 2.195421 1.346210
H: -1.617471 2.488755 -2.114673
H: -0.265214 1.889280 -2.068759
O: -1.181691 1.671878 -2.006937
H: 1.791282 1.846116 -1.826082
H: 1.436326 0.670622 -0.852003
O: 1.605535 1.600673 -0.947791

Atoms 1-2, force components in eV/Å:
-1.5128 -2.5215 0.6563
3.5336 2.7116 5.0762

- E: -29069.8519 eV
- Kohn-Sham gap: 8.227 eV
- SMILES: CCSSC.O.O
- Net charge: 0

Results of the Mulliken charge analysis, in e, for atoms 1 through 5: C -0.9133; C -0.4851; S -0.1079; S -0.0956; C -0.6876



Density functional theory data (the ωB97M-V functional and the def2-TZVPD basis) for 3 unconnected molecules or ions with the total composition C4H12O3 in a non-equilibrium geometry.

Positions of all 19 atoms, in Å:
C: -0.936489 1.012558 -2.664898
C: -1.497189 0.328562 -1.453570
C: -0.928827 0.350781 -0.249721
O: 0.454733 0.435274 -0.119774
C: -1.620490 0.130073 1.047469
H: 0.022708 1.460914 -2.409203
H: -0.869677 0.322018 -3.508867
H: -1.592457 1.809999 -3.020512
H: -2.398718 -0.249554 -1.588976
H: 0.593136 0.182683 0.803231
H: -1.366098 0.911973 1.765682
H: -2.696690 0.090012 0.908393
H: -1.280035 -0.759981 1.565827
H: 1.120592 -0.634845 3.775330
H: -0.134392 -1.439455 3.474023
O: 0.489035 -0.818250 3.069556
H: 4.992103 -1.059816 -0.592477
H: 3.506954 -0.695598 -0.525751
O: 4.141801 -1.377357 -0.275753

Atoms 1-2, force components in eV/Å:
0.2039 -0.5967 -0.0390
-0.0287 0.5086 -0.2739

- E: -10484.0341 eV
- Kohn-Sham gap: 8.387 eV
- SMILES: C/C=C(/C)O.O.O
- Net charge: 0

Results of the Mulliken charge analysis, in e, for atoms 1 through 5: C -1.0726; C -0.1770; C 0.6877; O -0.5217; C -1.4003